Record 1
Molecular formula: C54H129N5O12
Method: DFT, ωB97M-V with the def2-TZVPD basis set

Total energy ... -90095.877 eV
Total charge ... 0
Structure (SMILES) ... CC1(C)CCCC(C)(C)N1O.CC1(C)CCCC(C)(C)N1O.CC1(C)CCCC(C)(C)N1O.CC1(C)CCCC(C)(C)N1O.COC[C@H](C)N.CCO.CCO.CCO.CCO.CCO.CCO.CCO
E_HOMO ... -7.87 eV
LUMO ... 0.2 eV

The geometry in XYZ format:
```
200
C54H129N5O12 (ωB97M-V with the def2-TZVPD basis set)
C -10.382 -4.865 0.132
C -9.276 -4.189 0.958
C -7.887 -4.152 0.272
C -9.668 -2.690 1.173
C -10.897 -2.409 2.158
C -10.719 -3.186 3.465
C -10.274 -4.608 3.372
C -9.784 -4.953 4.810
C -11.420 -5.631 3.078
N -9.195 -4.804 2.335
O -8.415 -5.932 2.404
H -10.468 -4.445 -0.869
H -10.333 -5.954 0.137
H -11.350 -4.524 0.500
H -7.080 -3.885 0.954
H -7.898 -5.201 -0.027
H -8.060 -3.548 -0.619
H -8.753 -2.216 1.530
H -9.890 -2.213 0.219
H -10.968 -1.346 2.388
H -11.808 -2.697 1.632
H -11.696 -3.209 3.947
H -9.993 -2.568 3.993
H -9.522 -6.011 4.798
H -10.559 -4.868 5.572
H -8.991 -4.292 5.158
H -12.242 -5.188 2.517
H -11.803 -6.115 3.977
H -11.144 -6.573 2.606
H -8.887 -6.447 1.745
C 9.551 4.698 4.901
C 8.681 5.881 5.030
C 7.362 5.350 5.767
C 9.375 7.076 5.873
C 8.486 8.360 5.753
C 8.520 8.747 4.299
C 7.752 7.793 3.426
C 6.292 7.860 3.731
C 8.037 8.385 1.973
N 8.361 6.458 3.619
O 7.849 5.500 2.675
H 10.035 4.572 3.933
H 10.418 4.554 5.547
H 9.003 3.759 4.973
H 7.056 4.560 5.081
H 7.463 4.922 6.765
H 6.599 6.113 5.922
H 9.391 6.811 6.930
H 10.429 7.069 5.596
H 7.448 8.262 6.071
H 9.046 9.128 6.286
H 9.559 8.849 3.985
H 7.991 9.699 4.336
H 5.822 8.811 3.481
H 6.134 7.656 4.789
H 5.891 7.065 3.102
H 7.800 9.439 1.828
H 7.568 7.828 1.163
H 9.106 8.302 1.774
H 8.550 5.285 2.056
C 2.055 -0.210 0.968
C 1.104 0.977 1.462
C 1.149 0.865 3.080
C 1.621 2.367 1.050
C 1.398 2.719 -0.434
C -0.089 2.645 -0.756
C -0.714 1.244 -0.372
C -2.258 1.352 -0.424
C -0.220 0.308 -1.538
N -0.248 0.766 0.954
O -0.723 -0.580 1.237
H 1.484 -1.090 0.671
H 2.578 0.074 0.055
H 2.704 -0.610 1.746
H 1.210 -0.151 3.471
H 2.123 1.312 3.280
H 0.512 1.484 3.710
H 1.437 3.118 1.819
H 2.704 2.294 0.945
H 1.731 3.751 -0.546
H 2.040 2.128 -1.088
H -0.149 2.797 -1.834
H -0.539 3.436 -0.156
H -2.699 1.867 -1.278
H -2.716 1.852 0.429
H -2.672 0.344 -0.431
H -0.560 0.653 -2.515
H -0.598 -0.710 -1.440
H 0.866 0.219 -1.573
H -1.511 -0.504 1.779
C -0.826 -4.600 -12.390
C -0.427 -5.539 -11.271
C -0.353 -6.965 -11.789
C 1.004 -5.118 -10.891
C 1.600 -5.829 -9.717
C 0.731 -5.344 -8.557
C -0.791 -5.709 -8.694
C -1.012 -7.198 -8.218
C -1.568 -4.758 -7.757
N -1.273 -5.386 -10.069
O -2.658 -5.533 -10.420
H -0.650 -3.570 -12.080
H -0.436 -4.929 -13.353
H -1.900 -4.630 -12.573
H -0.255 -7.792 -11.085
H -1.302 -7.235 -12.254
H 0.426 -7.065 -12.545
H 1.641 -5.130 -11.776
H 0.867 -4.039 -10.816
H 1.430 -6.905 -9.764
H 2.617 -5.609 -9.392
H 0.688 -4.288 -8.290
H 1.169 -5.716 -7.631
H -0.512 -7.503 -7.299
H -0.656 -7.939 -8.934
H -2.095 -7.313 -8.215
H -1.588 -5.096 -6.721
H -2.585 -4.748 -8.150
H -1.184 -3.743 -7.657
H -2.744 -6.465 -10.633
C -1.899 -3.604 9.449
O -1.346 -4.469 8.488
C -1.697 -4.045 7.167
C -3.071 -4.661 6.649
C -2.813 -6.117 6.254
N -3.734 -3.938 5.521
H -2.976 -3.459 9.363
H -1.427 -2.646 9.231
H -1.635 -3.879 10.470
H -1.737 -2.956 7.194
H -0.912 -4.401 6.500
H -3.756 -4.679 7.496
H -1.984 -6.593 6.779
H -2.488 -6.234 5.220
H -3.647 -6.796 6.431
H -3.314 -4.321 4.686
H -4.704 -4.187 5.389
C 4.378 2.101 -6.862
C 4.053 1.088 -7.972
O 5.008 1.290 -9.009
H 4.554 3.068 -7.333
H 5.328 1.770 -6.443
H 3.560 2.103 -6.142
H 3.021 1.139 -8.319
H 4.185 0.060 -7.635
H 5.384 2.166 -9.122
C 8.382 4.479 -3.328
C 9.669 5.248 -2.902
O 10.130 4.526 -1.852
H 7.805 3.924 -2.588
H 8.801 3.853 -4.116
H 7.662 5.187 -3.739
H 9.501 6.258 -2.529
H 10.495 5.327 -3.610
H 10.410 3.661 -2.160
C -7.338 4.370 -3.705
C -6.330 5.601 -3.753
O -5.964 5.846 -5.126
H -7.714 4.126 -2.712
H -6.968 3.406 -4.052
H -8.145 4.476 -4.431
H -5.383 5.391 -3.257
H -6.756 6.488 -3.283
H -6.749 6.258 -5.494
C 6.678 -4.916 3.757
C 5.924 -5.974 3.109
O 4.628 -6.076 3.646
H 6.919 -5.124 4.800
H 6.152 -3.975 3.596
H 7.663 -4.772 3.312
H 6.431 -6.908 3.350
H 5.998 -5.875 2.026
H 4.583 -5.663 4.512
C -0.710 6.519 -9.267
C -1.095 5.194 -8.756
O -2.423 4.900 -9.208
H 0.307 6.720 -8.929
H -1.295 7.306 -8.792
H -0.787 6.683 -10.342
H -1.205 5.173 -7.672
H -0.427 4.405 -9.103
H -3.062 5.178 -8.547
C -5.470 3.476 5.358
C -5.257 1.956 4.964
O -5.373 0.997 5.978
H -6.551 3.607 5.403
H -5.055 4.167 4.625
H -5.069 3.645 6.358
H -4.359 1.817 4.363
H -5.939 1.681 4.159
H -4.858 0.231 5.715
C 5.327 0.624 12.035
C 4.014 0.623 11.219
O 4.198 1.448 10.087
H 5.404 -0.297 12.614
H 5.360 1.470 12.720
H 6.224 0.652 11.416
H 3.326 1.049 11.949
H 3.682 -0.405 11.080
H 3.682 1.143 9.337
```

***

Record 2
Molecular formula: C54H130N4O22
Method: DFT, ωB97M-V with the def2-TZVPD basis set

Total energy ... -109102.282 eV
Total charge ... 0
Energy above the lowest of the compared OMol25 structures with the same formula, charge and spin ... 0.878 eV
E_HOMO ... -8.92 eV
LUMO ... 0.3 eV

The geometry in XYZ format:
```
210
C54H130N4O22 (ωB97M-V with the def2-TZVPD basis set)
C -6.600 4.232 -1.265
C -5.182 4.030 -1.892
C -4.379 3.093 -0.997
C -4.944 1.681 -1.093
C -4.799 1.270 -2.624
C -5.629 2.182 -3.620
N -5.102 3.523 -3.295
O -5.560 4.488 -4.183
C -5.167 1.810 -4.996
C -7.147 2.126 -3.456
C -4.388 5.337 -1.909
H -6.505 4.962 -0.494
H -6.977 3.286 -0.846
H -7.300 4.817 -1.898
H -3.329 3.138 -1.338
H -4.476 3.451 0.029
H -6.009 1.643 -1.002
H -4.474 0.928 -0.433
H -5.057 0.252 -2.851
H -3.760 1.469 -2.954
H -4.237 2.433 -5.188
H -4.820 0.784 -5.144
H -5.854 2.005 -5.799
H -7.602 2.345 -2.510
H -7.483 2.849 -4.194
H -7.601 1.195 -3.806
H -4.672 6.012 -2.677
H -3.334 5.133 -2.038
H -4.543 5.892 -0.989
H -6.519 4.651 -3.966
C -4.376 -6.021 -0.821
C -3.998 -6.305 0.650
C -2.510 -6.003 0.898
C -2.184 -4.526 0.973
C -3.019 -3.848 2.050
C -4.533 -4.136 1.759
N -4.756 -5.585 1.681
O -6.163 -5.769 1.591
C -5.282 -3.566 2.990
C -5.001 -3.260 0.558
C -4.241 -7.765 0.912
H -5.375 -5.585 -1.025
H -4.311 -6.951 -1.398
H -3.649 -5.324 -1.264
H -2.183 -6.587 1.747
H -2.049 -6.698 0.184
H -2.278 -4.054 -0.005
H -1.115 -4.444 1.245
H -2.778 -2.777 2.092
H -2.867 -4.276 3.050
H -6.368 -3.714 2.862
H -5.018 -4.136 3.912
H -5.099 -2.509 3.141
H -6.040 -3.438 0.287
H -4.971 -2.243 0.902
H -4.442 -3.296 -0.412
H -4.251 -7.956 1.995
H -3.364 -8.289 0.526
H -5.158 -8.155 0.474
H -6.336 -6.329 2.352
C 3.058 2.453 5.738
C 3.424 3.711 4.997
C 3.748 3.194 3.638
C 3.916 4.278 2.570
C 2.657 5.131 2.488
C 2.241 5.717 3.893
N 2.210 4.548 4.803
O 1.871 5.014 6.129
C 3.103 6.884 4.360
C 0.801 6.233 3.737
C 4.580 4.267 5.806
H 2.181 2.020 5.217
H 2.881 2.586 6.807
H 3.799 1.671 5.627
H 4.649 2.516 3.738
H 2.882 2.593 3.337
H 4.205 3.831 1.585
H 4.770 4.936 2.867
H 1.847 4.474 2.126
H 2.845 5.939 1.783
H 3.182 7.667 3.637
H 2.591 7.367 5.213
H 4.043 6.523 4.745
H 0.090 5.371 3.621
H 0.517 6.898 4.554
H 0.648 6.867 2.839
H 5.160 3.405 6.216
H 4.242 4.771 6.676
H 5.331 4.878 5.286
H 0.925 4.690 6.111
C -0.379 2.130 -0.235
C -0.296 1.167 0.929
C -1.698 0.530 1.310
C -2.066 -0.531 0.319
C -0.995 -1.568 0.169
C 0.362 -0.966 -0.266
N 0.705 0.154 0.649
O 1.909 0.796 0.221
C 1.423 -2.006 -0.101
C 0.326 -0.621 -1.766
C 0.140 2.076 2.076
H 0.628 2.253 -0.744
H -0.856 3.065 0.017
H -1.055 1.731 -0.962
H -1.592 0.062 2.311
H -2.460 1.308 1.373
H -2.210 -0.030 -0.648
H -2.992 -1.050 0.554
H -1.215 -2.312 -0.625
H -0.781 -2.087 1.089
H 2.447 -1.801 -0.423
H 1.436 -2.384 0.893
H 1.061 -2.816 -0.726
H 0.333 -1.521 -2.367
H -0.482 0.073 -2.036
H 1.250 -0.055 -2.045
H 1.141 2.544 1.928
H 0.197 1.458 2.957
H -0.600 2.870 2.193
H 2.587 0.302 0.743
C 4.108 -5.631 -2.851
C 3.849 -4.201 -3.184
O 4.952 -3.647 -3.823
O 4.707 -6.173 -4.061
H 3.139 -6.137 -2.670
H 4.858 -5.823 -2.034
H 3.720 -3.625 -2.298
H 3.009 -4.130 -3.813
H 5.236 -4.197 -4.572
H 4.428 -7.078 -4.210
C 5.273 -3.458 0.574
C 5.855 -2.703 -0.606
O 6.586 -3.407 -1.532
O 4.349 -4.376 0.119
H 4.850 -2.630 1.188
H 6.068 -3.958 1.117
H 6.459 -1.875 -0.251
H 4.953 -2.224 -1.050
H 6.127 -3.571 -2.380
H 3.653 -4.519 0.792
C 4.019 -0.541 3.114
C 2.868 -1.500 3.193
O 1.620 -0.851 3.069
O 4.024 0.058 1.794
H 5.003 -1.030 3.257
H 3.854 0.251 3.848
H 2.952 -1.969 4.166
H 2.995 -2.253 2.417
H 1.397 -0.615 2.126
H 4.158 0.999 1.870
C -1.403 -1.733 4.671
C -1.075 -0.513 5.589
O -0.247 0.352 4.773
O -0.235 -2.267 4.054
H -1.981 -1.296 3.824
H -1.992 -2.500 5.152
H -0.425 -0.833 6.434
H -1.931 0.001 5.997
H 0.501 -0.214 4.552
H 0.345 -1.669 3.551
C -1.500 3.639 -3.504
C -0.218 3.561 -4.280
O 0.809 3.003 -3.520
O -2.482 4.252 -4.308
H -1.285 4.190 -2.583
H -1.770 2.596 -3.259
H 0.156 4.555 -4.543
H -0.415 2.943 -5.162
H 0.653 2.066 -3.464
H -3.347 4.185 -3.888
C 1.059 -5.633 3.779
C 1.557 -5.033 2.421
O 2.915 -4.555 2.597
O 1.112 -4.762 4.930
H 1.722 -6.502 3.924
H 0.037 -6.001 3.668
H 0.864 -4.272 1.972
H 1.662 -5.890 1.728
H 2.924 -4.176 3.481
H 0.657 -3.930 4.676
C -0.608 -0.322 -7.010
C -0.125 -0.692 -5.604
O 0.636 0.307 -4.917
O -1.816 0.461 -6.882
H -0.940 -1.270 -7.521
H 0.211 0.117 -7.610
H 0.452 -1.594 -5.788
H -1.013 -0.961 -5.011
H 1.542 0.330 -5.298
H -1.612 1.320 -6.482
C 4.586 0.586 -5.661
C 4.447 -0.612 -4.678
O 3.589 -0.234 -3.615
O 3.316 0.941 -6.141
H 5.223 0.487 -6.523
H 5.009 1.340 -5.007
H 5.381 -1.116 -4.417
H 3.923 -1.323 -5.353
H 4.028 0.438 -3.098
H 3.240 1.876 -5.899
C 3.241 3.560 -1.261
C 3.999 4.452 -2.318
O 5.375 4.107 -2.309
O 3.364 2.236 -1.743
H 2.119 3.758 -1.324
H 3.566 3.649 -0.226
H 3.832 5.441 -1.958
H 3.582 4.267 -3.313
H 5.512 3.350 -1.757
H 2.709 1.671 -1.255
```